DFT (the ωB97M-V functional and the def2-TZVPD basis) results for 2 unconnected molecules or ions with the total composition C5H13NO2S.

Each line ends with the natural charge from an NBO analysis.
Geometry (Å):
1 C -2.64195 -1.06119 -0.40370  -0.76
2 S -1.59353 -0.42126 -1.72258  0.19
3 C -0.24599 0.24557 -0.70476  -0.57
4 C 0.69346 -0.88741 -0.24313  -0.42
5 C 1.67572 -0.12785 0.72562  -0.15
6 N 2.32852 0.99456 0.06243  -0.86
7 C 2.70374 -1.19258 1.04213  0.43
8 O 2.45785 -2.08869 1.81643  -0.53
9 H -2.62723 -0.44193 0.50976  0.22
10 H -2.47163 -2.10339 -0.08368  0.21
11 H -3.62785 -1.17820 -0.79046  0.23
12 H 0.23893 1.12191 -1.12772  0.23
13 H -0.69583 0.77868 0.17579  0.25
14 H 0.08983 -1.61747 0.31678  0.23
15 H 1.30055 -1.36014 -1.01979  0.21
16 H 1.20847 0.27681 1.64310  0.22
17 H 1.87323 1.86376 0.23668  0.38
18 H 2.64796 0.82746 -0.86883  0.37
19 H 3.69244 -1.19747 0.54774  0.12
20 O -2.05666 2.43269 0.15867  -0.96
21 H -2.93233 2.58845 0.52203  0.48
22 H -2.01771 2.54768 -0.79250  0.49

The energy comes out at -21815.0688 eV. For the relative energy (zero: lowest compared OMol25 entry of this formula, charge and spin), the calculation gives 33.4 kcal per mole. The calculation puts the orbital gap at 8.9783 eV. The calculation puts the lowest unoccupied orbital energy at 0.53 eV. The SMILES is CSCC[C@H](N)C=O.O. Its spin multiplicity is 1. The HOMO energy is -0.311 Ha. The charge is 0.